8
Properties=species:S:1:pos:R:3:lowdin_charge:R:1 method="wB97M-V/def2-TZVPD" relative_energy_kcal_mol=0.0 multiplicity=3 energy_ha=-1551.17471 s2=2.213
N -0.38 -0.31 0.00 -1.003
N -0.61 1.09 -0.07 -0.105
P 1.26 -0.65 0.19 0.663
P -1.70 -1.34 -0.10 0.488
Cl -0.59 -3.03 0.23 0.066
I 4.11 1.16 0.13 -0.266
H -1.41 1.34 0.49 0.050
H -0.68 1.73 -0.88 0.107


6
Properties=species:S:1:pos:R:3:lowdin_charge:R:1 method="wB97M-V/def2-TZVPD" relative_energy_kcal_mol=56.5 energy_ha=-646.17078 charge=-1
N 0.17 -0.07 -0.06 0.005
N 0.24 -0.53 1.13 -0.225
O 1.28 -1.14 1.44 -0.183
Cl -1.95 1.48 -1.39 -0.523
H -0.67 0.47 -0.40 -0.178
H 0.94 -0.21 -0.72 0.104


7
Properties=species:S:1:pos:R:3:lowdin_charge:R:1 method="wB97M-V/def2-TZVPD" relative_energy_kcal_mol=31.6 energy_ha=-1008.12636 charge=-1 smiles="N[P@](=O)([O-])Cl"
N 0.58 -0.84 -0.34 -0.115
P -0.06 0.66 0.15 0.022
O -0.18 1.72 -1.23 -0.622
O 0.62 1.12 1.37 -0.433
Cl -1.98 0.08 0.44 0.210
H 1.11 -1.32 0.28 -0.014
H -0.09 -1.42 -0.68 -0.047


7
Properties=species:S:1:pos:R:3:lowdin_charge:R:1 method="wB97M-V/def2-TZVPD" relative_energy_kcal_mol=38.3 energy_ha=-956.01899
N 1.69 -1.43 1.82 0.127
O 0.21 -0.29 0.25 -0.355
O 2.50 -0.68 1.62 0.056
Si -0.77 0.53 -0.66 0.013
Cl -2.71 0.53 0.05 0.228
H -0.22 1.73 -1.18 -0.067
H -0.70 -0.39 -1.91 -0.001


10
Properties=species:S:1:pos:R:3:lowdin_charge:R:1 method="wB97M-V/def2-TZVPD" relative_energy_kcal_mol=85.1 energy_ha=-1613.32172
N -2.21 0.14 0.39 0.048
O 0.46 -1.66 0.97 -0.377
O 0.12 -1.47 -1.55 -0.368
O 1.12 1.89 -1.13 -0.322
O 1.35 1.47 1.20 -0.337
S 0.05 -0.93 -0.21 0.690
S 1.41 0.95 -0.12 0.228
Cl 3.13 -0.07 -0.41 0.418
H -2.76 -0.08 -0.42 -0.025
H -2.69 -0.23 1.28 0.045


4
Properties=species:S:1:pos:R:3:lowdin_charge:R:1 method="wB97M-V/def2-TZVPD" relative_energy_kcal_mol=4.5 energy_ha=-536.70867 charge=-1
O 0.93 0.01 0.73 -0.130
H 0.29 0.28 0.03 -0.024
H 0.38 -0.43 1.42 0.032
Cl -1.61 0.15 -2.18 -0.877


7
Properties=species:S:1:pos:R:3:lowdin_charge:R:1 method="wB97M-V/def2-TZVPD" relative_energy_kcal_mol=51.0 energy_ha=-1351.43109 smiles="O=PO.SCl"
O -0.63 -0.60 0.56 -0.467
P -0.74 0.64 -0.18 0.750
O -2.05 1.34 0.51 -0.266
H -2.50 2.01 0.10 -0.018
S 2.30 -1.85 -0.28 0.265
Cl 2.15 -0.11 -1.42 -0.036
H 1.48 -1.43 0.70 -0.226


7
Properties=species:S:1:pos:R:3:lowdin_charge:R:1 method="wB97M-V/def2-TZVPD" relative_energy_kcal_mol=53.7 multiplicity=3 energy_ha=-1351.28628 s2=2.010
O -2.60 0.24 1.12 -0.391
O -2.73 -1.77 -0.13 -0.346
P -1.73 -0.59 0.34 0.625
S 3.41 1.38 -0.90 0.153
Cl 3.81 1.47 1.04 -0.004
H 2.08 1.86 -0.93 -0.153
H -2.26 -2.59 -0.54 0.116